Record 1
The ion C3H6N3O with charge +1, computed with ωB97M-V/def2-TZVPD.

XYZ file:
```
13
Properties=species:S:1:pos:R:3:forces:R:3:mulliken_spin:R:1
C 0.114 1.382 -0.234 -0.32 -4.42 1.88 0.2472
C -0.749 1.363 -1.233 -1.12 -0.03 -1.47 0.0636
C -0.153 -0.284 0.419 0.06 3.86 -1.95 0.1323
N -1.416 0.122 -1.380 0.58 1.59 -0.14 0.8599
N -1.106 -0.732 -0.568 0.52 -1.07 0.91 0.6535
N 1.145 -1.089 0.298 -0.02 -0.49 0.32 0.0257
O -0.558 -0.291 1.696 0.27 -0.39 0.58 0.0298
H 0.771 2.070 0.243 0.14 0.52 0.00 0.0056
H -1.007 2.130 -1.940 0.00 0.19 -0.01 -0.0103
H 1.851 -0.674 0.922 -0.13 -0.15 -0.17 0.0008
H 1.501 -1.112 -0.667 -0.18 0.13 0.26 -0.0015
H 0.960 -2.056 0.609 0.20 0.22 -0.11 -0.0033
H -1.352 -0.830 1.835 -0.01 0.03 -0.10 -0.0032
```
Positions in Å, forces in eV/Å.

## Properties
E_LUMO (alpha / beta): -3.69 / -7.03 eV
Total charge: +1
Multiplicity: 3
HOMO-LUMO gap (alpha / beta): 8.5 / 7.7 eV
HOMO energy (alpha / beta): -12.206 / -14.763 eV

***

Record 2
The molecule C3H6N4, computed with ωB97M-V/def2-TZVPD.

XYZ file:
```
13
Properties=species:S:1:pos:R:3:forces:R:3:mulliken_charge:R:1
H 2.280 -1.516 0.781 0.69 -0.35 -0.07 0.2460
N 1.978 -0.562 0.843 -1.21 0.98 -0.28 -0.6317
C 1.665 -0.164 -0.328 0.56 -1.20 -1.57 0.0574
N 1.094 1.045 -0.657 -0.95 1.86 1.84 -0.5430
C 0.036 1.547 -0.112 1.20 -1.87 0.02 0.1356
N -1.052 0.827 0.378 0.14 1.26 0.17 -0.2010
C -1.494 -0.440 0.120 0.22 -1.45 -0.84 -0.0295
N -0.797 -1.315 -0.503 -0.78 0.44 0.49 -0.5044
H -1.296 -2.202 -0.622 -0.02 0.47 0.11 0.2229
H 1.983 -0.700 -1.267 -0.45 0.19 0.94 0.3406
H -0.090 2.611 0.124 0.12 -0.12 -0.85 0.3386
H -1.771 1.409 0.772 0.04 0.12 0.11 0.2558
H -2.536 -0.541 0.471 0.43 -0.32 -0.07 0.3129
```
Positions in Å, forces in eV/Å.

## Properties
E_LUMO: 0.52 eV
SMILES: [H]/N=C/N=C\N/C=N/[H]
HOMO-LUMO gap: 9.4 eV
HOMO energy: -8.840 eV

***

Record 3
The molecule C3H6N4, computed with ωB97M-V/def2-TZVPD.

XYZ file:
```
13
Properties=species:S:1:pos:R:3:forces:R:3:mulliken_charge:R:1
H 2.695 0.641 0.046 -0.24 -0.09 0.72 0.2269
N 2.838 0.809 -0.930 -0.82 -0.37 -1.53 -0.6416
C 1.803 0.613 -1.667 1.93 1.04 0.83 0.1704
N 0.515 0.314 -1.313 -0.27 -0.10 0.63 -0.0844
C 0.101 0.120 -0.028 -0.13 -0.15 1.96 -0.1510
N -1.086 -0.282 0.272 1.24 0.39 -1.49 -0.2921
N -1.214 -0.492 1.626 -1.77 -0.73 0.85 -0.3895
C -2.392 -0.946 1.893 0.83 1.01 -0.53 -0.2790
H 1.937 0.799 -2.723 -0.18 -0.16 -0.29 0.3430
H -0.170 0.253 -2.034 -0.40 -0.17 -0.31 0.2330
H 0.820 0.325 0.830 -0.71 -0.34 -1.35 0.2608
H -3.164 -1.029 1.123 0.29 -0.16 -0.03 0.3214
H -2.684 -1.125 2.905 0.20 -0.18 0.54 0.2820
```
Positions in Å, forces in eV/Å.

## Properties
E_LUMO: 0.52 eV
SMILES: [H]/N=C\N/C=N/N=C
HOMO-LUMO gap: 9.6 eV
HOMO energy: -9.049 eV

***

Calculated relative energy (zero: lowest compared OMol25 entry of this formula, charge and spin), 14.1 38.8 48.2 kcal per mole (same order as the records).
Calculated F_max, 4.81 2.78 2.35 eV/Å (same order as the records).